Computed, not measured: a 2-piece molecular cluster, CH6OS2 overall in a non-equilibrium geometry, with ωB97M-V/def2-TZVPD.

Values from the calculation:
F_max = 1.0 eV Å⁻¹
HOMO energy = -9.2 eV
calculated total energy = -24852.215 eV
LUMO = 0.41 eV
SMILES = CSS.O
ΔE to the lowest compared entry with this formula, charge and spin = 0.2 kcal per mole
multiplicity = 1

Geometry as XYZ:
```
10
Properties=species:S:1:pos:R:3:forces:R:3:lowdin_charge:R:1
S 0.903 0.045 2.032 -0.4 0.0 -0.2 0.29
S -1.033 0.684 1.670 0.3 0.5 0.0 0.36
O 0.976 -1.470 -1.660 -0.6 -0.1 0.6 -0.06
C -1.021 1.091 -0.101 -0.5 -0.9 0.0 -0.48
H 0.618 -1.266 2.040 0.1 -0.1 0.0 -0.20
H 1.852 -1.184 -1.891 0.6 0.2 -0.2 0.03
H -0.212 1.722 -0.435 0.2 0.2 0.2 0.03
H -1.027 0.146 -0.637 0.2 0.1 -0.3 0.01
H 0.922 -1.332 -0.700 0.1 0.0 -0.4 0.00
H -1.980 1.564 -0.318 0.0 0.2 0.2 0.03
```
Forces are in eV/Å.

=====

Computed, not measured: a 10-piece molecular cluster, C27H63ClN9O13 overall in a non-equilibrium geometry, with ωB97M-V/def2-TZVPD.

Values from the calculation:
F_max = 4.5 eV Å⁻¹
HOMO energy = -6.5 eV
calculated total energy = -81564.153 eV
LUMO = 2.23 eV
ΔE to the lowest compared entry with this formula, charge and spin = 183.4 kcal per mole
net charge = -1
multiplicity = 1

Geometry as XYZ:
```
113
Properties=species:S:1:pos:R:3:forces:R:3:lowdin_charge:R:1
Cl -0.270 -0.599 -0.812 1.3 0.9 0.6 0.61
O -5.024 -2.371 -0.927 2.2 1.0 -1.6 -0.05
O 4.657 3.482 -1.948 0.4 0.8 -2.5 -0.01
O -1.189 -1.671 -0.573 -1.6 0.1 -1.1 -0.35
O 0.504 -0.781 -2.018 -1.5 0.4 -1.6 -0.37
O -0.869 0.757 -0.678 -0.1 -1.8 -1.0 -0.38
O 2.847 -6.084 0.920 0.4 0.1 0.1 -0.01
O -4.648 -3.910 1.830 0.4 0.1 1.1 0.00
O 2.597 3.201 0.399 -2.3 -0.1 1.6 -0.03
O -1.675 0.516 3.843 -1.1 0.5 -2.3 -0.04
O 4.339 1.260 -0.504 0.2 1.0 0.5 0.04
O -3.052 5.673 -2.138 1.3 0.8 -0.1 -0.01
O 1.420 -3.333 5.917 0.4 -0.1 -0.7 -0.02
O 0.705 -0.726 0.189 1.9 0.3 3.0 -0.38
N -0.840 5.031 -2.513 -1.5 0.9 1.3 -0.19
N 1.726 -5.150 -0.794 -0.1 -1.6 -0.1 -0.21
N -4.320 -0.741 -2.343 2.0 0.4 -2.4 -0.16
N 4.457 -0.961 -0.296 1.4 -1.3 1.1 -0.16
N -3.546 0.769 2.458 0.0 0.2 -0.7 -0.15
N -2.901 -3.444 3.260 -0.4 0.1 0.8 -0.15
N 0.497 3.969 0.927 -0.2 0.7 0.9 -0.14
N 1.950 -2.426 3.871 -0.2 1.0 -0.5 -0.14
N 3.363 2.795 -3.647 0.8 0.0 -1.4 -0.18
C -1.091 3.571 -2.545 -0.5 0.8 -0.5 -0.05
C 0.806 5.444 0.644 -1.0 -1.7 -0.4 0.00
C -4.533 1.114 3.502 1.4 0.6 0.3 -0.05
C 2.764 -5.781 -0.258 -0.2 -0.7 0.7 -0.37
C 3.905 0.169 -0.717 -0.2 0.4 -1.0 -0.37
C -4.224 -3.589 2.933 0.5 0.0 -1.4 -0.33
C -3.274 -0.333 -3.335 -0.3 1.0 0.9 -0.04
C -1.815 -3.461 2.305 1.4 0.6 -0.3 -0.05
C -4.138 0.542 1.102 0.1 -0.5 0.3 -0.05
C 2.102 -3.297 4.898 0.0 0.8 0.2 -0.35
C 2.308 2.171 -2.863 0.1 0.1 -0.6 -0.02
C 0.612 -4.618 -0.067 0.4 1.5 0.1 -0.04
C -2.543 -2.926 4.598 -0.1 -0.1 0.1 -0.05
C 1.438 3.001 0.831 2.1 0.7 -2.6 -0.30
C 2.613 -2.596 2.554 1.0 -0.2 0.6 -0.05
C -1.874 5.984 -2.274 0.3 -3.1 0.1 -0.29
C -2.202 0.526 2.703 -0.8 -1.1 2.3 -0.29
C 5.588 -1.018 0.672 -0.5 0.0 -0.4 -0.02
C 3.192 2.741 -5.082 -1.5 0.0 -0.2 -0.08
C 4.444 3.431 -3.169 -0.2 -0.2 3.7 -0.32
C -5.346 0.233 -2.019 0.2 -0.5 1.2 -0.05
C 0.438 5.534 -2.903 0.4 0.4 -1.1 -0.11
C 1.669 -4.829 -2.167 0.2 1.1 -0.9 -0.07
C -4.158 -1.924 -1.732 -3.5 -1.6 2.1 -0.31
C 0.951 -1.313 3.915 -0.3 -0.9 -0.1 -0.03
C -0.922 3.604 1.197 0.5 1.8 -0.6 -0.03
C 4.017 -2.199 -0.874 0.5 -1.1 1.2 -0.07
H 1.332 5.130 -2.427 -0.3 -0.4 0.3 0.09
H -0.451 2.939 -1.930 0.0 0.6 0.5 0.06
H -2.393 -0.971 -3.412 -0.3 -0.3 0.6 0.08
H -5.023 2.052 3.244 -0.5 -0.3 -0.4 0.08
H 2.553 -5.129 -2.729 0.0 -0.1 0.2 0.09
H -3.310 -2.560 -2.029 0.0 0.6 0.0 0.13
H 1.612 -3.740 -2.163 -0.1 0.3 -0.8 0.08
H -3.489 0.743 0.250 0.6 0.0 0.5 0.07
H 0.816 -3.558 -0.218 -0.8 0.6 0.6 0.08
H 2.262 3.255 -5.323 -0.1 0.6 -0.2 0.07
H -3.421 -2.879 5.241 -0.1 -0.2 -0.2 0.08
H -5.964 -0.260 -1.268 -0.4 0.0 -0.3 0.08
H 3.521 -6.059 -1.009 0.2 0.1 0.0 0.13
H -2.143 3.442 -2.292 0.1 -0.2 0.1 0.08
H 3.982 3.165 -5.701 0.2 0.0 0.5 0.08
H -4.486 -0.486 1.002 0.2 -0.3 0.1 0.08
H -4.032 1.397 4.428 0.5 -0.4 -0.1 0.08
H -3.599 -0.176 -4.364 -0.7 -0.2 0.1 0.08
H 0.367 5.627 -0.336 0.2 0.2 -0.1 0.04
H -2.938 0.638 -2.974 0.4 0.1 -0.2 0.07
H -4.920 1.079 -1.480 0.3 0.2 -0.2 0.07
H -0.330 -4.798 -0.585 0.0 -0.4 0.3 0.10
H -1.291 4.379 1.869 -0.2 -0.3 0.5 0.08
H -1.147 2.604 1.567 0.7 0.1 0.0 0.06
H -1.878 -3.908 1.312 -1.3 -0.2 0.3 0.08
H 1.036 1.977 0.879 0.0 0.0 0.6 0.12
H 3.290 -2.095 -1.679 0.1 0.2 0.2 0.09
H 0.491 6.615 -2.777 -0.2 0.1 0.2 0.08
H 5.067 3.916 -3.936 0.1 -0.1 0.0 0.12
H -5.924 0.639 -2.849 0.1 -0.5 -0.2 0.09
H 2.442 2.143 -1.781 0.6 0.2 -0.2 0.07
H -5.217 0.309 3.774 -0.1 0.0 -0.5 0.09
H 0.344 -1.284 4.820 0.2 -0.6 0.0 0.07
H 6.185 -0.110 0.762 -0.3 0.2 -0.8 0.08
H 3.013 -3.898 4.750 -0.2 -0.5 0.0 0.13
H 0.266 6.118 1.308 0.0 -0.4 0.5 0.07
H 1.366 -0.307 3.866 0.5 -0.2 -0.4 0.09
H 5.275 -1.187 1.703 -0.5 -0.2 0.0 0.07
H 2.235 -3.421 1.949 -0.9 0.5 -0.2 0.06
H 1.864 5.706 0.619 -0.1 -0.6 0.2 0.09
H 4.880 -2.792 -1.177 0.2 0.2 -0.7 0.08
H 0.287 -1.490 3.069 -0.1 0.4 0.0 0.06
H 3.043 -0.042 -1.369 -0.2 0.2 0.0 0.11
H 2.225 1.169 -3.284 -0.5 -0.2 0.4 0.09
H 3.655 -2.832 -0.064 -0.8 -0.2 0.0 0.07
H 0.506 5.373 -3.979 0.5 -0.1 -0.3 0.09
H -0.916 -3.915 2.721 -0.1 -0.3 0.5 0.08
H 0.771 -5.206 -2.656 0.0 -0.2 0.0 0.10
H 2.739 -1.638 2.049 -1.0 0.0 -0.2 0.08
H -2.114 -1.925 4.620 -0.1 0.2 -0.6 0.06
H -1.455 6.995 -2.151 -0.2 0.0 -0.2 0.13
H 1.407 2.743 -3.084 -0.3 -0.3 0.0 0.06
H -5.032 1.128 0.886 0.1 0.5 0.7 0.08
H -1.798 -3.527 5.119 0.0 -0.5 -0.3 0.08
H 3.661 -2.897 2.573 0.3 -0.2 1.1 0.07
H 0.616 -4.819 1.004 0.0 -0.4 -0.4 0.09
H -1.465 -2.448 2.107 -0.3 0.3 -0.1 0.06
H -4.906 -3.344 3.762 0.1 -0.1 0.2 0.12
H 6.230 -1.855 0.399 0.1 0.1 -0.1 0.08
H -1.489 3.776 0.283 -0.1 -0.3 -0.2 0.07
H -1.653 0.130 1.835 -0.1 0.5 -0.2 0.12
H 2.933 1.752 -5.462 0.6 -0.5 0.3 0.08
H -0.940 3.179 -3.551 -0.1 0.2 -0.3 0.08
```
Forces are in eV/Å.

=====

Computed, not measured: one molecule with the formula C4H11NS in a non-equilibrium geometry, with ωB97M-V/def2-TZVPD.

Values from the calculation:
F_max = 4.8 eV Å⁻¹
HOMO energy = -8.9 eV
calculated total energy = -16649.823 eV
LUMO = 0.90 eV
SMILES = NCCCCS
ΔE to the lowest compared entry with this formula, charge and spin = 45.4 kcal per mole
multiplicity = 1

Geometry as XYZ:
```
17
Properties=species:S:1:pos:R:3:forces:R:3:lowdin_charge:R:1
S 1.270 -1.174 -2.782 0.5 -1.4 -0.9 0.69
N -1.496 0.496 2.203 0.3 1.1 -3.4 -0.03
C -0.116 0.582 1.588 -0.6 -2.1 -1.8 -0.28
C -0.046 1.018 0.100 0.5 4.7 0.5 -0.30
C 0.855 -1.010 -1.069 0.3 3.9 -1.3 -0.60
C -0.265 0.200 -1.131 -0.6 -4.0 1.5 -0.29
H 0.942 1.678 0.076 -1.4 -1.8 -0.5 0.14
H 1.790 -0.663 -0.553 -1.2 -0.5 0.0 0.08
H 0.405 -1.885 -0.719 -0.4 -1.2 0.9 0.04
H 1.731 -2.448 -2.670 0.0 0.4 -0.4 -0.14
H 0.553 1.286 2.074 -0.3 -0.2 0.7 0.09
H -0.743 1.867 -0.025 -0.2 -0.1 0.4 0.10
H -1.403 -0.076 3.008 -0.8 -0.9 0.4 0.03
H -0.376 0.810 -2.095 0.5 -1.1 1.4 0.11
H -1.226 -0.497 -0.955 1.5 2.0 -0.8 0.14
H 0.369 -0.438 1.510 -0.2 0.8 0.9 0.10
H -2.245 0.254 1.439 2.0 0.1 2.5 0.11
```
Forces are in eV/Å.

=====

Computed, not measured: C32H72Cl3HfN8O10 as an isolated structure in a non-equilibrium geometry, with ωB97M-V/def2-TZVPD.

Values from the calculation:
F_max = 3.6 eV Å⁻¹
HOMO energy = -10.7 eV
calculated total energy = -105622.078 eV
LUMO = -1.76 eV
net charge = +1
multiplicity = 1

Geometry as XYZ:
```
126
Properties=species:S:1:pos:R:3:forces:R:3:lowdin_charge:R:1
Hf -6.830 -24.297 1.350 -0.9 -0.8 0.5 1.18
Cl -5.520 -23.453 3.340 -0.4 -0.5 -0.9 0.03
Cl -6.872 -25.989 -0.837 -0.3 0.4 0.2 0.02
Cl -6.195 -22.562 -0.176 -0.1 0.2 0.2 0.19
O -2.877 -22.004 -1.354 -0.7 -1.3 0.3 -0.19
O -8.358 -23.276 2.718 0.4 -0.3 -0.2 -0.23
O -2.658 -20.815 3.210 0.3 -2.0 0.8 0.05
O -4.938 -25.335 1.048 -0.7 1.0 0.2 -0.32
O -12.613 -18.789 3.833 -1.9 -2.3 2.1 0.05
O -8.843 -24.044 0.321 1.7 -0.9 1.5 -0.24
O -7.752 -26.195 2.231 1.1 1.0 0.3 -0.16
O -5.419 -21.109 -3.763 0.4 -1.4 0.3 -0.02
O -10.129 -22.381 -4.821 1.3 0.7 1.5 -0.18
O -8.086 -19.402 0.917 -1.0 -0.4 0.9 -0.04
N -8.988 -21.963 4.447 -0.4 0.6 -1.2 -0.13
N -7.232 -18.291 -0.814 0.3 1.4 1.5 -0.17
N -2.977 -25.678 0.058 -0.8 -0.2 -0.4 -0.14
N -4.496 -23.214 -4.030 1.2 1.3 -1.3 -0.20
N -10.293 -22.887 -0.834 -0.9 -1.4 -2.5 -0.14
N -8.317 -28.320 1.660 0.2 -2.0 -1.1 -0.13
N -12.140 -17.605 2.021 0.4 1.1 -1.5 -0.19
N -4.044 -19.113 2.567 -1.1 -0.5 0.4 -0.17
C -7.748 -19.368 -0.251 0.9 -0.8 0.5 -0.38
C -5.375 -22.325 -3.535 -1.6 0.4 -0.3 -0.37
C -2.297 -19.865 -2.198 0.7 -1.2 0.2 -0.10
C -10.525 -21.987 0.263 1.6 0.8 0.5 -0.03
C -9.531 -23.963 -0.686 -1.5 0.0 -0.6 -0.32
C -4.138 -17.830 1.892 1.0 0.8 1.3 -0.08
C -9.601 -21.810 5.788 0.2 0.7 -1.0 0.00
C -7.472 -28.922 2.713 -0.1 -1.2 -1.2 0.01
C -11.062 -17.006 1.263 0.2 0.9 0.2 -0.07
C -1.810 -25.251 -0.741 0.4 -0.9 1.4 -0.02
C -6.899 -18.268 -2.204 -1.3 -0.6 -0.9 -0.05
C -2.841 -19.696 2.876 -1.1 2.9 -1.2 -0.38
C -4.079 -24.925 0.230 2.0 -1.6 0.4 -0.32
C -8.681 -23.122 3.915 -0.5 -0.8 0.6 -0.31
C -2.828 -21.109 -0.267 -0.4 -0.5 0.7 -0.23
C -11.292 -22.845 -1.970 0.2 1.9 2.4 0.00
C -9.004 -29.090 0.561 1.5 -0.4 0.2 0.01
C -5.283 -19.863 2.855 1.1 -1.8 -1.2 -0.06
C -2.873 -27.011 0.698 -1.6 -0.6 -1.2 -0.01
C -8.370 -23.862 -4.880 1.1 0.0 1.2 -0.16
C -8.874 -20.757 3.590 0.3 1.1 2.1 -0.01
C -11.841 -18.177 3.190 1.6 2.0 -0.9 -0.42
C -2.096 -21.428 -2.342 -0.1 1.6 -0.7 -0.21
C -8.329 -27.048 1.524 -1.5 2.2 -1.4 -0.43
C -7.199 -17.099 0.070 0.1 0.8 -0.4 -0.03
C -4.437 -24.604 -3.697 0.4 0.1 -0.1 -0.06
C -13.384 -17.947 1.356 0.1 -2.0 0.9 -0.03
C -3.164 -19.794 -0.907 -0.5 -1.6 -1.9 -0.14
C -10.015 -22.784 -6.175 -0.5 1.0 -1.2 -0.21
C -8.848 -22.590 -4.104 0.2 -0.4 -3.0 -0.14
C -3.537 -22.907 -5.110 -0.7 0.5 -1.0 -0.05
C -8.935 -23.872 -6.298 -0.9 1.1 1.2 -0.14
H -1.522 -25.940 -1.608 -0.7 0.9 1.3 0.12
H -3.161 -27.026 1.732 -0.2 0.5 0.5 0.08
H -9.785 -20.417 3.096 -0.1 -0.5 0.0 0.09
H -8.991 -26.681 0.711 0.4 -0.2 0.4 0.11
H -7.137 -17.382 1.163 0.0 0.1 -1.5 0.09
H -2.716 -19.488 -3.137 0.0 0.3 0.5 0.11
H -2.927 -18.956 -0.359 0.3 1.8 1.4 0.07
H -8.736 -24.722 -4.299 0.3 0.1 -0.3 0.11
H -5.153 -24.733 -2.892 -0.1 -0.8 0.1 0.04
H -11.032 -23.051 -6.418 -0.3 -0.7 -0.2 0.11
H -3.598 -27.712 0.172 0.9 0.8 0.5 0.12
H -6.606 -29.496 2.277 -1.0 0.5 0.1 0.11
H -10.811 -17.915 3.509 0.0 -0.2 0.1 0.13
H -2.467 -21.712 -3.320 0.3 -0.4 0.1 0.07
H -1.877 -27.423 0.636 0.3 0.2 -0.3 0.08
H -9.850 -21.930 -6.900 0.4 -0.5 1.1 0.13
H -11.338 -16.088 0.712 -0.3 -0.5 0.3 0.10
H -2.018 -24.236 -1.035 0.3 0.4 -0.4 0.06
H -4.159 -23.970 -0.298 0.2 -0.2 0.0 0.07
H -7.680 -20.285 -0.834 -0.3 -0.2 -0.5 0.09
H -6.118 -17.587 -2.482 0.8 0.0 0.3 0.09
H -13.568 -17.404 0.440 0.2 0.1 -0.1 0.09
H -14.199 -17.845 2.062 -0.2 0.4 0.0 0.08
H -11.281 -22.332 0.939 -0.5 -0.5 0.4 0.10
H -1.833 -21.143 0.145 0.6 0.2 0.5 0.13
H -9.820 -29.629 0.984 -0.8 -0.2 0.2 0.08
H -6.244 -22.853 -3.005 1.2 0.6 -0.1 0.11
H -9.691 -24.817 -1.426 0.7 1.2 0.6 0.17
H -6.316 -16.475 -0.230 -0.8 -0.5 0.3 0.10
H -3.387 -24.807 -3.379 -0.8 -0.2 0.1 0.10
H -2.494 -23.038 -4.797 -0.2 0.2 0.1 0.08
H -5.227 -20.433 3.788 0.3 0.4 0.0 0.07
H -3.548 -21.466 0.485 0.2 0.3 -0.1 0.10
H -3.705 -23.719 -5.859 0.1 0.8 0.2 0.09
H -9.003 -22.780 -3.055 -0.4 0.0 0.2 0.07
H -6.146 -19.235 2.875 -0.5 0.6 -0.2 0.05
H -11.304 -21.771 -2.188 -0.7 -0.3 -0.1 0.10
H -8.227 -23.650 -7.073 0.5 0.2 -0.2 0.10
H -2.090 -18.909 2.745 0.8 -0.2 0.0 0.13
H -7.768 -17.915 -2.770 -0.1 0.0 -0.2 0.09
H -8.605 -19.981 4.341 -0.2 -0.1 -0.7 0.10
H -6.726 -19.315 -2.515 0.4 0.7 -0.1 0.08
H -10.795 -20.998 -0.051 -0.3 0.4 -0.7 0.09
H -12.208 -23.226 -1.547 -0.6 0.3 -0.1 0.09
H -8.098 -21.756 -4.190 -1.0 -0.4 -0.2 0.12
H -7.285 -23.902 -4.956 0.1 -0.2 0.4 0.09
H -1.258 -19.495 -2.029 -1.0 0.4 -0.1 0.12
H -9.581 -21.831 0.807 -0.4 -0.3 0.0 0.08
H -10.623 -17.695 0.568 0.2 -0.5 -0.5 0.07
H -4.500 -17.855 0.897 -0.6 -0.7 -1.2 0.04
H -4.248 -19.906 -1.081 0.3 0.7 -0.4 0.11
H -8.130 -16.478 -0.066 0.9 -0.6 0.1 0.10
H -1.045 -21.657 -2.166 0.2 -0.3 -0.3 0.12
H -9.276 -28.473 -0.302 -0.1 0.3 0.7 0.09
H -3.693 -21.882 -5.599 0.1 -1.5 1.0 0.12
H -8.053 -20.782 2.904 0.2 -0.5 -0.5 0.05
H -13.356 -19.067 1.217 -0.2 0.9 -0.5 0.10
H -5.412 -20.680 2.077 -0.2 1.0 0.6 0.06
H -4.623 -25.183 -4.631 -0.2 0.0 0.9 0.10
H -3.099 -17.414 1.771 -1.0 -0.1 0.5 0.10
H -7.034 -28.041 3.183 -0.3 -0.6 0.9 0.09
H -4.835 -17.128 2.414 0.8 -0.4 0.0 0.10
H -9.345 -20.769 6.105 -0.1 -1.2 0.2 0.10
H -10.698 -21.871 5.731 0.3 -0.1 0.0 0.10
H -11.121 -23.301 -2.904 1.1 -1.0 -0.7 0.06
H -9.194 -22.613 6.390 0.0 0.2 0.5 0.09
H -8.819 -23.987 4.612 0.4 0.4 -0.6 0.17
H -9.332 -24.839 -6.484 -0.5 -0.8 -0.4 0.10
H -8.119 -29.663 3.265 0.9 1.2 0.0 0.12
H -8.340 -29.842 0.096 0.1 0.3 0.6 0.10
H -10.268 -16.694 1.952 -0.1 -0.2 -0.1 0.08
H -1.045 -25.281 0.089 0.0 0.3 -1.5 0.12
```
Forces are in eV/Å.

=====

- Which of these has the lowest HOMO energy?
  C32H72Cl3HfN8O10